{
  "formula": "C19H19NO3",
  "method": "wB97M-V/def2-TZVPD",
  "de_lowest_kj_mol": 408.8,
  "smiles": "CC(=O)NCCC1=C(c2ccoc2)Cc2ccc3c(c21)CCO3",
  "total_energy_ev": -27640.909,
  "elements": ["O", "O", "O", "C", "C", "C", "C", "C", "C", "C", "C", "C", "C", "C", "C", "C", "N", "C", "C", "C", "C", "C", "C", "H", "H", "H", "H", "H", "H", "H", "H", "H", "H", "H", "H", "H", "H", "H", "H", "H", "H", "H"],
  "positions_angstrom": [[-0.451, -0.092, 5.882], [3.527, -2.942, 0.831], [-1.652, 4.664, -1.000], [-0.261, -0.538, 4.777], [3.727, -3.215, -0.509], [2.519, -2.094, 0.941], [2.873, -2.547, -1.291], [2.153, -1.681, -0.318], [1.380, -0.413, -0.630], [0.790, 0.593, 0.191], [-0.786, 3.173, -2.679], [-0.102, 2.011, -3.077], [-1.074, 3.543, -1.429], [0.091, 1.610, -0.705], [0.299, 1.219, -1.996], [-0.521, 2.791, -0.468], [-0.669, 0.248, 3.647], [0.698, -1.586, 4.659], [1.017, -0.201, -2.066], [-1.889, 4.426, 0.392], [0.879, 0.610, 1.718], [-0.789, 3.457, 0.811], [-0.462, -0.086, 2.279], [4.440, -3.999, -0.842], [2.085, -1.890, 1.849], [2.660, -2.388, -2.285], [-1.016, 3.925, -3.416], [0.169, 1.689, -4.153], [-1.057, 1.162, 3.881], [1.717, -1.207, 4.493], [0.431, -2.242, 3.871], [0.679, -2.213, 5.540], [1.905, -0.074, -2.717], [0.350, -0.976, -2.481], [-2.921, 3.992, 0.491], [-2.043, 5.283, 0.997], [0.929, 1.605, 2.114], [1.679, 0.001, 2.162], [-1.196, 2.762, 1.584], [0.033, 4.072, 1.104], [-0.444, -1.176, 2.205], [-1.228, 0.319, 1.614]],
  "forces_ev_per_angstrom": [[-1.15, 0.36, 0.83], [1.12, -2.16, -0.40], [-0.77, 1.48, 0.21], [-0.39, 4.49, -0.64], [0.58, -1.37, -0.54], [0.08, 0.79, -3.63], [-0.97, 2.53, 3.67], [-0.79, 1.35, 0.50], [-1.55, 0.07, 1.36], [1.96, -1.93, -1.13], [0.00, 0.85, -4.46], [0.40, -0.67, 0.49], [1.09, -0.69, -0.36], [1.84, -1.99, 1.32], [0.44, -2.39, -2.79], [-0.29, -0.86, 2.80], [-0.18, -1.17, 1.91], [1.28, -2.25, -0.78], [-0.40, 2.66, -0.23], [-1.91, -1.38, 0.12], [-1.49, -1.83, -0.62], [-1.74, -0.01, 1.34], [1.33, 1.09, -0.76], [-0.44, 0.81, 1.04], [-0.27, 0.36, 2.01], [0.30, -0.41, -2.12], [-0.32, -0.07, -0.60], [-0.74, 0.96, 1.91], [0.16, -0.66, 0.11], [-0.42, 0.02, 0.04], [0.12, -0.81, -1.18], [0.10, 0.19, 0.38], [-0.36, -0.34, 0.24], [0.26, 0.24, 0.17], [0.79, -0.38, -0.35], [0.81, 1.41, 0.05], [-0.02, 0.55, 0.21], [0.20, 0.57, -0.60], [0.77, 0.69, -0.22], [0.93, 0.01, 0.80], [0.15, 0.20, -0.46], [-0.50, -0.32, 0.38]]
}